[1]
Entry from the OMol25 dataset: C29H28ClN4O6SV as an isolated structure (the ωB97M-V functional and the def2-TZVPD basis).

Summary:
HOMO = -8.4440 eV
LUMO level = -1.6 eV
ΔE to the lowest compared entry with this formula, charge and spin = 0.014 eV
Orbital gap = 6.89 eV
Charge = 0

Atoms and positions in Å:
V (-0.764, -0.759, 0.409)
O (-6.114, -2.027, 0.289)
C (-6.062, -0.688, 0.199)
C (-7.273, -0.005, 0.083)
C (-7.295, 1.369, -0.015)
C (-6.110, 2.105, 0.000)
C (-4.910, 1.438, 0.111)
C (-4.862, 0.043, 0.212)
C (-3.554, -0.609, 0.314)
O (-2.480, 0.119, 0.290)
N (-3.482, -1.905, 0.445)
N (-2.158, -2.294, 0.524)
C (-1.939, -3.554, 0.634)
C (-0.631, -4.159, 0.694)
C (-0.498, -5.525, 0.961)
C (0.746, -6.117, 0.990)
C (1.878, -5.341, 0.731)
C (1.768, -3.993, 0.453)
C (0.512, -3.392, 0.438)
O (0.385, -2.101, 0.159)
H (-5.194, -2.362, 0.362)
H (-8.185, -0.588, 0.072)
H (-8.245, 1.882, -0.104)
H (-6.132, 3.184, -0.073)
H (-3.976, 1.982, 0.131)
H (-2.814, -4.198, 0.676)
H (-1.391, -6.110, 1.148)
H (0.845, -7.172, 1.202)
H (2.857, -5.801, 0.744)
H (2.634, -3.386, 0.224)
N (2.289, -0.850, -2.359)
C (2.868, -0.370, -1.478)
N (3.562, 0.189, -0.495)
C (5.020, 0.018, -0.471)
C (5.440, -0.732, 0.785)
C (4.989, 0.010, 2.061)
C (3.868, 1.014, 1.770)
C (2.868, 0.444, 0.783)
H (5.502, 0.999, -0.510)
H (5.309, -0.524, -1.369)
H (6.523, -0.867, 0.776)
H (4.998, -1.731, 0.750)
H (5.833, 0.529, 2.519)
H (4.636, -0.717, 2.795)
H (4.278, 1.941, 1.360)
H (3.348, 1.285, 2.689)
H (2.051, 1.139, 0.599)
H (2.443, -0.488, 1.171)
S (-0.399, -0.242, 2.284)
C (-1.499, 3.471, -1.309)
C (-0.035, 3.567, -0.970)
C (0.355, 4.292, 0.152)
C (1.689, 4.447, 0.482)
Cl (2.125, 5.359, 1.901)
C (2.680, 3.896, -0.310)
C (2.306, 3.148, -1.411)
C (0.967, 2.961, -1.730)
O (0.761, 2.217, -2.867)
C (-0.240, 1.227, -2.982)
C (-0.485, 0.313, -1.810)
O (-1.182, -0.687, -1.936)
O (-0.013, 0.629, -0.626)
H (-2.063, 4.193, -0.720)
H (-1.901, 2.480, -1.087)
H (-1.678, 3.687, -2.363)
H (-0.402, 4.758, 0.770)
H (3.723, 4.041, -0.063)
H (3.046, 2.674, -2.041)
H (0.075, 0.590, -3.806)
H (-1.212, 1.655, -3.240)


[2]
Entry from the OMol25 dataset: C29H28CoN3O7 as an isolated structure at a distorted geometry (the ωB97M-V functional and the def2-TZVPD basis).

Summary:
HOMO (spin up / spin down) = -3.7364 / -4.3157 eV
Spin multiplicity = 4
LUMO level (spin up / spin down) = 1.0 / 1.0 eV
Orbital gap (spin up / spin down) = 4.74 / 5.32 eV
Charge = -1

Atoms and positions in Å:
C (2.616, -0.112, 1.073)
C (2.451, -0.906, -0.104)
C (1.815, -0.099, -1.094)
H (2.805, -1.925, -0.243)
C (1.519, 1.168, -0.514)
C (2.068, 1.182, 0.806)
H (1.034, 2.004, -1.013)
C (-1.325, -1.911, 1.579)
C (-0.067, -2.379, 1.078)
C (-0.080, -2.184, -0.356)
H (0.689, -2.921, 1.643)
C (-1.369, -1.645, -0.715)
C (-2.095, -1.431, 0.487)
H (1.661, -0.366, -2.137)
H (2.062, 2.039, 1.475)
H (3.125, -0.430, 1.981)
H (-3.103, -1.015, 0.550)
H (0.605, -2.648, -1.065)
H (-1.675, -1.996, 2.601)
Co (0.684, -0.308, 0.570)
C (-1.884, -1.430, -2.121)
C (-3.395, -1.691, -2.139)
C (-1.193, -2.373, -3.122)
H (-3.589, -2.727, -1.827)
H (-3.783, -1.534, -3.149)
H (-3.916, -1.012, -1.455)
H (-1.343, -3.419, -2.819)
H (-0.115, -2.176, -3.194)
H (-1.635, -2.230, -4.116)
C (-1.558, 0.040, -2.503)
C (-2.087, 0.527, -3.849)
H (-0.463, 0.171, -2.494)
H (-1.964, 0.723, -1.736)
O (-2.993, -0.011, -4.488)
N (-1.484, 1.648, -4.355)
C (-0.323, 2.357, -3.830)
H (-1.928, 2.026, -5.183)
C (0.999, 1.746, -4.259)
C (2.183, 2.388, -3.880)
H (2.115, 3.314, -3.301)
C (3.422, 1.852, -4.239)
H (4.339, 2.349, -3.917)
C (3.483, 0.683, -5.010)
H (4.450, 0.267, -5.300)
C (2.302, 0.051, -5.412)
H (2.328, -0.858, -6.018)
C (1.058, 0.585, -5.043)
H (0.133, 0.110, -5.383)
H (-0.372, 2.393, -2.727)
H (-0.380, 3.398, -4.184)
O (-1.613, 1.960, 2.652)
C (-0.852, 1.052, 2.970)
O (-0.210, 0.216, 2.200)
C (-0.572, 0.772, 4.439)
C (0.350, -0.230, 4.823)
C (0.589, -0.505, 6.188)
C (-0.074, 0.219, 7.188)
C (-0.978, 1.224, 6.811)
C (-1.225, 1.503, 5.446)
N (-1.672, 1.977, 7.821)
O (-1.460, 1.711, 9.023)
O (-2.463, 2.871, 7.451)
N (1.510, -1.554, 6.553)
O (2.096, -2.183, 5.644)
O (1.684, -1.793, 7.767)
H (0.883, -0.806, 4.072)
H (0.112, 0.004, 8.236)
H (-1.929, 2.282, 5.168)


[3]
Entry from the OMol25 dataset: C29H28FMgNO5S as an isolated structure (the ωB97M-V functional and the def2-TZVPD basis).

Summary:
HOMO = -7.8248 eV
LUMO level = -0.1 eV
ΔE to the lowest compared entry with this formula, charge and spin = 0.000 eV
Orbital gap = 7.68 eV
Charge = 0

Atoms and positions in Å:
Mg (1.816, 0.568, -1.673)
C (-2.961, -3.014, 3.003)
C (-1.626, -3.654, 2.640)
C (-0.919, -4.307, 3.820)
C (-0.521, -3.261, 4.852)
C (0.259, -2.149, 4.204)
C (1.127, -1.369, 4.933)
C (1.847, -0.351, 4.315)
F (2.677, 0.384, 5.079)
C (1.742, -0.091, 2.980)
C (0.866, -0.871, 2.212)
C (0.751, -0.594, 0.775)
O (1.428, 0.354, 0.305)
C (-0.148, -1.427, 0.047)
C (-0.839, -2.390, 0.729)
N (-0.734, -2.646, 2.038)
C (0.124, -1.891, 2.822)
C (-0.449, -1.348, -1.447)
O (-1.381, -2.026, -1.865)
O (0.298, -0.592, -2.149)
H (-3.617, -3.747, 3.474)
H (-3.456, -2.634, 2.109)
H (-2.825, -2.179, 3.691)
H (-1.785, -4.404, 1.865)
H (-0.029, -4.824, 3.455)
H (-1.578, -5.057, 4.258)
H (0.077, -3.711, 5.644)
H (-1.414, -2.852, 5.334)
H (1.267, -1.542, 5.992)
H (2.316, 0.689, 2.501)
H (-1.537, -2.998, 0.166)
O (0.947, 2.325, -2.278)
S (-0.346, 2.143, -3.057)
C (-0.852, 3.819, -3.418)
C (-0.310, 4.882, -2.713)
C (-0.732, 6.166, -3.015)
C (-1.683, 6.374, -4.006)
C (-2.209, 5.301, -4.709)
C (-1.787, 4.011, -4.422)
C (-1.567, 1.720, -1.825)
C (-2.597, 0.873, -2.196)
C (-3.530, 0.500, -1.239)
C (-3.406, 0.957, 0.064)
C (-2.348, 1.781, 0.424)
C (-1.416, 2.171, -0.524)
H (0.446, 4.694, -1.962)
H (-0.315, 7.009, -2.480)
H (-2.008, 7.379, -4.237)
H (-2.939, 5.466, -5.490)
H (-2.177, 3.166, -4.976)
H (-2.642, 0.469, -3.198)
H (-4.330, -0.177, -1.506)
H (-4.130, 0.654, 0.811)
H (-2.242, 2.118, 1.448)
H (-0.566, 2.785, -0.257)
C (4.336, -1.946, -2.864)
C (4.663, -0.598, -2.222)
C (5.209, -0.803, -0.809)
O (3.562, 0.229, -2.213)
H (5.198, -2.617, -2.872)
H (3.995, -1.802, -3.890)
H (3.527, -2.427, -2.307)
H (5.467, -0.134, -2.821)
H (4.464, -1.320, -0.196)
H (5.417, 0.163, -0.347)
H (6.127, -1.396, -0.806)


[4]
Entry from the OMol25 dataset: C29H28GeN4O2PdS as an isolated structure (the ωB97M-V functional and the def2-TZVPD basis).

Summary:
HOMO = 0.4155 eV
LUMO level = 4.5 eV
ΔE to the lowest compared entry with this formula, charge and spin = 1.256 eV
Orbital gap = 4.06 eV
Charge = -2

Atoms and positions in Å:
Pd (-0.743, -1.545, -0.924)
C (-4.049, -6.348, 0.754)
C (-2.539, -6.269, 0.565)
N (-2.162, -5.653, -0.710)
C (-1.911, -4.286, -0.737)
S (-0.632, -3.746, -1.768)
N (-2.679, -3.561, 0.031)
N (-2.340, -2.222, -0.010)
C (-3.052, -1.374, 0.620)
C (-4.269, -1.769, 1.401)
C (-2.663, 0.029, 0.495)
C (-3.485, 1.007, 0.886)
C (-3.423, 2.332, 0.306)
C (-2.539, 2.573, -0.671)
C (-1.439, 1.665, -0.936)
N (-1.455, 0.304, -0.230)
H (-4.295, -6.739, 1.746)
H (-4.499, -6.998, -0.003)
H (-4.475, -5.351, 0.653)
H (-2.114, -7.273, 0.577)
H (-2.098, -5.709, 1.392)
H (-1.394, -6.120, -1.168)
H (-4.445, -2.832, 1.283)
H (-5.137, -1.211, 1.049)
H (-4.133, -1.547, 2.463)
H (-4.330, 0.751, 1.514)
H (-4.182, 3.059, 0.562)
H (-2.586, 3.489, -1.254)
H (-1.066, 1.622, -1.957)
O (1.026, -0.872, -1.558)
O (1.756, -1.824, -0.728)
C (-0.564, 1.365, 0.274)
Ge (1.339, 1.356, -0.081)
C (2.450, 0.045, 0.764)
C (2.892, -1.144, -0.045)
C (3.550, -2.187, 0.797)
C (3.616, -2.095, 2.161)
C (3.137, -0.983, 2.890)
C (2.545, 0.047, 2.143)
C (1.785, 3.108, 0.832)
C (0.865, 3.841, 1.590)
C (1.222, 5.044, 2.203)
C (2.513, 5.542, 2.072)
C (3.446, 4.826, 1.324)
C (3.079, 3.629, 0.716)
C (1.772, 1.950, -1.934)
C (2.427, 1.170, -2.895)
C (2.565, 1.609, -4.210)
C (2.035, 2.834, -4.605)
C (1.381, 3.625, -3.668)
C (1.258, 3.183, -2.352)
H (3.535, -0.850, -0.889)
H (3.905, -3.077, 0.280)
H (4.073, -2.919, 2.713)
H (3.224, -0.930, 3.970)
H (2.145, 0.909, 2.679)
H (-0.140, 3.438, 1.695)
H (0.491, 5.593, 2.791)
H (2.794, 6.475, 2.551)
H (4.459, 5.201, 1.221)
H (3.819, 3.076, 0.141)
H (2.813, 0.197, -2.614)
H (3.070, 0.979, -4.936)
H (2.122, 3.162, -5.635)
H (0.966, 4.583, -3.962)
H (0.761, 3.820, -1.623)


[5]
Entry from the OMol25 dataset: C29H28IrN6OPS3 as an isolated structure (the ωB97M-V functional and the def2-TZVPD basis).

Summary:
HOMO (spin up / spin down) = -12.3105 / -13.7391 eV
Spin multiplicity = 5
LUMO level (spin up / spin down) = -4.7 / -7.4 eV
ΔE to the lowest compared entry with this formula, charge and spin = 0.000 eV
Orbital gap (spin up / spin down) = 7.58 / 6.36 eV
Charge = +2

Atoms and positions in Å:
Ir (0.204, -0.134, -1.127)
N (-0.829, -1.910, 1.445)
P (-0.863, -0.249, 1.120)
C (-2.608, 0.185, 1.262)
C (-3.464, -0.569, 2.064)
C (-4.786, -0.185, 2.215)
C (-5.260, 0.949, 1.569)
C (-4.413, 1.698, 0.766)
C (-3.090, 1.315, 0.610)
C (-0.014, 0.454, 2.542)
C (0.954, 1.435, 2.349)
C (1.594, 2.004, 3.439)
C (1.273, 1.590, 4.724)
C (0.303, 0.616, 4.922)
C (-0.348, 0.054, 3.836)
C (-1.209, -2.763, 0.421)
C (-1.318, -4.144, 0.595)
C (-1.770, -4.892, -0.470)
C (-2.115, -4.261, -1.666)
C (-1.958, -2.896, -1.747)
N (-1.491, -2.159, -0.731)
H (-0.244, -2.267, 2.184)
H (-3.106, -1.463, 2.558)
H (-5.449, -0.772, 2.835)
H (-6.293, 1.245, 1.687)
H (-4.785, 2.575, 0.255)
H (-2.439, 1.891, -0.033)
H (1.207, 1.756, 1.345)
H (2.339, 2.773, 3.288)
H (1.771, 2.034, 5.574)
H (0.045, 0.302, 5.924)
H (-1.125, -0.682, 4.003)
H (-1.081, -4.598, 1.547)
H (-1.875, -5.964, -0.369)
H (-2.501, -4.819, -2.506)
H (-2.199, -2.353, -2.653)
O (1.775, -1.054, 0.315)
N (2.951, -0.457, 0.395)
C (3.849, -0.988, 1.257)
C (5.093, -0.440, 1.405)
C (5.434, 0.687, 0.654)
C (4.506, 1.221, -0.206)
C (3.235, 0.649, -0.336)
S (2.033, 1.337, -1.375)
H (3.490, -1.856, 1.787)
H (5.787, -0.890, 2.099)
H (6.413, 1.134, 0.749)
H (4.727, 2.095, -0.802)
C (-0.714, 3.831, -1.038)
N (-0.311, 3.581, -2.415)
C (0.307, 4.506, -3.234)
C (0.471, 3.931, -4.444)
N (-0.050, 2.662, -4.343)
C (-0.529, 2.450, -3.106)
S (-1.350, 1.025, -2.568)
H (-1.761, 4.130, -1.005)
H (-0.090, 4.625, -0.638)
H (-0.565, 2.926, -0.454)
H (0.571, 5.485, -2.880)
H (0.902, 4.309, -5.352)
H (-0.117, 1.987, -5.087)
S (1.524, -3.229, -4.414)
C (1.854, -3.854, -2.860)
C (1.448, -2.981, -1.906)
N (0.885, -1.832, -2.405)
C (0.871, -1.836, -3.715)
H (2.320, -4.815, -2.726)
H (1.528, -3.105, -0.839)
H (0.452, -1.031, -4.296)


[6]
Entry from the OMol25 dataset: C29H29BiCl3N4O9 as an isolated structure (the ωB97M-V functional and the def2-TZVPD basis).

Summary:
HOMO = -5.4039 eV
LUMO level = 2.2 eV
ΔE to the lowest compared entry with this formula, charge and spin = 0.000 eV
Orbital gap = 7.65 eV
Charge = -1

Atoms and positions in Å:
Bi (0.072, -0.437, -1.117)
C (1.230, -4.285, 2.084)
O (1.287, -3.087, 2.855)
C (0.148, -2.329, 2.866)
C (-0.364, -1.999, 4.104)
C (-1.536, -1.254, 4.235)
C (-2.221, -0.903, 3.096)
C (-1.698, -1.172, 1.824)
C (-2.525, -0.938, 0.671)
N (-2.081, -0.876, -0.531)
N (-2.960, -1.001, -1.569)
C (-2.340, -1.197, -2.700)
O (-1.056, -1.226, -2.865)
C (-3.190, -1.475, -3.885)
C (-2.605, -1.962, -5.050)
C (-3.390, -2.263, -6.152)
C (-4.762, -2.069, -6.103)
C (-5.347, -1.562, -4.950)
C (-4.567, -1.267, -3.845)
C (-0.435, -1.811, 1.674)
O (0.181, -1.972, 0.528)
H (2.255, -4.615, 1.948)
H (0.657, -5.046, 2.626)
H (0.784, -4.113, 1.108)
H (0.176, -2.357, 4.972)
H (-1.920, -1.008, 5.216)
H (-3.181, -0.401, 3.169)
H (-3.606, -0.935, 0.811)
H (-1.533, -2.101, -5.076)
H (-2.928, -2.648, -7.052)
H (-5.376, -2.315, -6.961)
H (-6.417, -1.394, -4.913)
H (-5.007, -0.873, -2.940)
Cl (1.615, 2.863, -1.373)
C (0.264, 3.590, -2.267)
Cl (0.913, 4.578, -3.576)
Cl (-0.649, 4.649, -1.167)
C (-0.777, 2.472, -2.820)
O (-1.143, 2.640, -3.963)
O (-1.136, 1.638, -1.942)
O (3.285, -3.099, -0.076)
C (3.990, -1.967, 0.047)
C (4.880, -1.844, 1.116)
C (5.626, -0.693, 1.279)
C (5.534, 0.346, 0.358)
C (4.677, 0.218, -0.721)
C (3.885, -0.917, -0.881)
C (2.890, -0.946, -2.012)
O (2.995, -0.161, -2.939)
O (1.892, -1.792, -1.880)
H (2.574, -2.891, -0.736)
H (4.953, -2.664, 1.821)
H (6.284, -0.601, 2.135)
H (6.123, 1.245, 0.489)
H (4.602, 0.998, -1.468)
C (2.311, 1.592, 2.263)
N (1.181, 2.507, 2.243)
C (1.519, 3.919, 2.242)
C (0.016, 2.054, 1.680)
O (-0.013, 0.980, 1.072)
N (-1.094, 2.826, 1.885)
C (-2.308, 2.508, 1.154)
C (-1.307, 3.522, 3.139)
H (2.874, 1.742, 3.187)
H (2.982, 1.751, 1.414)
H (1.946, 0.569, 2.222)
H (2.399, 4.081, 1.614)
H (1.747, 4.278, 3.251)
H (0.701, 4.498, 1.826)
H (-2.057, 2.086, 0.186)
H (-2.872, 3.429, 0.999)
H (-2.933, 1.796, 1.707)
H (-0.437, 3.420, 3.783)
H (-2.167, 3.084, 3.655)
H (-1.508, 4.585, 2.972)


[7]
Entry from the OMol25 dataset: C29H29CoFN3O2Se as an isolated structure (the ωB97M-V functional and the def2-TZVPD basis).

Summary:
HOMO (spin up / spin down) = -7.6956 / -7.8276 eV
Spin multiplicity = 5
LUMO level (spin up / spin down) = 0.1 / -2.5 eV
ΔE to the lowest compared entry with this formula, charge and spin = 0.000 eV
Orbital gap (spin up / spin down) = 7.84 / 5.29 eV
Charge = 0

Atoms and positions in Å:
Co (-0.006, 0.822, -1.585)
C (3.254, -0.473, 1.873)
C (2.096, -1.410, 1.524)
C (2.374, -2.845, 1.975)
C (0.799, -0.880, 2.113)
C (0.671, -0.765, 3.493)
C (-0.471, -0.231, 4.067)
C (-1.505, 0.215, 3.260)
C (-1.422, 0.128, 1.875)
C (-2.587, 0.591, 1.017)
C (-3.824, -0.290, 1.205)
C (-2.921, 2.057, 1.289)
C (-0.269, -0.438, 1.324)
N (-0.191, -0.606, -0.108)
C (-0.446, -1.870, -0.539)
C (-1.092, -2.861, 0.249)
C (-1.377, -4.096, -0.279)
C (-1.009, -4.406, -1.594)
C (-0.345, -3.476, -2.390)
C (-0.081, -2.247, -1.856)
F (0.590, -1.357, -2.582)
H (4.186, -0.831, 1.432)
H (3.391, -0.417, 2.958)
H (3.071, 0.538, 1.499)
H (2.008, -1.419, 0.439)
H (2.504, -2.900, 3.060)
H (3.291, -3.215, 1.511)
H (1.555, -3.517, 1.701)
H (1.488, -1.092, 4.129)
H (-0.553, -0.156, 5.144)
H (-2.399, 0.631, 3.711)
H (-2.288, 0.502, -0.025)
H (-4.161, -0.270, 2.246)
H (-3.627, -1.328, 0.932)
H (-4.642, 0.066, 0.574)
H (-3.308, 2.187, 2.304)
H (-3.686, 2.409, 0.592)
H (-2.040, 2.692, 1.185)
H (-1.379, -2.612, 1.262)
H (-1.897, -4.830, 0.323)
H (-1.244, -5.382, -2.005)
H (-0.041, -3.693, -3.405)
O (-3.609, 0.351, -3.118)
C (-2.531, 0.788, -2.768)
O (-1.377, 0.189, -2.830)
C (-2.472, 2.199, -2.193)
C (-3.531, 3.076, -2.319)
C (-3.382, 4.366, -1.831)
C (-2.188, 4.729, -1.227)
C (-1.186, 3.782, -1.113)
N (-1.331, 2.541, -1.586)
H (-4.434, 2.727, -2.802)
H (-4.191, 5.083, -1.922)
H (-2.028, 5.730, -0.846)
H (-0.240, 4.009, -0.639)
Se (1.915, 2.171, -1.527)
C (3.553, 1.208, -1.635)
C (3.631, -0.171, -1.797)
C (4.875, -0.780, -1.868)
N (6.036, -0.123, -1.786)
C (5.948, 1.203, -1.637)
C (4.753, 1.903, -1.562)
H (2.731, -0.766, -1.877)
H (4.943, -1.860, -1.995)
H (6.891, 1.739, -1.578)
H (4.756, 2.980, -1.443)


The records above give, respectively, molar mass values of 647.03; 589.49; 545.92; 675.67; 795.98; 892.91; 608.46 g mol⁻¹.